# 1
Density functional theory data (the ωB97M-V functional and the def2-TZVPD basis) for a single C7H6F3O2PS molecule.

Output
Calculated total energy, eV: -39724.04688
ΔE to the lowest compared entry with this formula, charge and spin, kJ/mol: 128.3
Kohn-Sham gap, eV: 7.726

Geometry as ORCA input:
```
! wB97M-V def2-TZVPD RIJCOSX def2/J DEFGRID3
* xyz 0 1
C -0.09 -0.38 -1.82
C 1.02 0.25 -1.16
C -1.09 -0.96 -1.04
C 1.07 0.09 0.23
C -1.02 -1.00 0.34
C 0.03 -0.34 1.00
C -2.42 2.51 2.05
O -1.06 0.73 3.51
O -3.50 1.03 4.09
F -2.14 1.42 1.25
F -1.32 3.29 1.89
F -3.48 3.14 1.53
P 0.29 -0.69 2.72
S -2.28 1.75 3.92
H -0.19 -0.18 -2.88
H 1.76 0.73 -1.64
H -1.82 -1.52 -1.47
H 2.02 0.38 0.68
H -1.98 -1.04 0.86
H 1.59 0.06 3.03
*
```

# 2
Density functional theory data (the ωB97M-V functional and the def2-TZVPD basis) for 11 unconnected molecules or ions with the total composition C17H9Cl40INO3P.

Output
Calculated total energy, eV: -543688.07505
SMILES: C[C@H](I)CC1=C([PH2]=N)C(=O)OC1=O.ClC(Cl)(Cl)Cl.ClC(Cl)(Cl)Cl.ClC(Cl)(Cl)Cl.ClC(Cl)(Cl)Cl.ClC(Cl)(Cl)Cl.ClC(Cl)(Cl)Cl.ClC(Cl)(Cl)Cl.ClC(Cl)(Cl)Cl.ClC(Cl)(Cl)Cl.ClC(Cl)(Cl)Cl
Kohn-Sham gap, eV: 7.966

Geometry as ORCA input:
```
! wB97M-V def2-TZVPD RIJCOSX def2/J DEFGRID3
* xyz 0 1
C 5.29 1.12 2.06
C 3.94 0.34 1.73
I 3.65 0.43 -0.45
C 2.69 0.88 2.53
C 1.55 -0.18 2.35
C 0.21 -0.03 2.04
P -0.72 1.57 1.77
N -0.04 2.57 0.75
C -0.44 -1.47 1.95
O -1.60 -1.78 1.93
O 0.62 -2.41 1.86
C 1.72 -1.75 2.49
O 2.61 -2.32 3.08
H 6.08 0.66 1.39
H 5.23 2.21 1.80
H 5.62 0.91 3.12
H 4.17 -0.75 1.94
H 2.90 1.10 3.61
H 2.32 1.83 2.03
H -0.80 2.20 3.06
H -2.06 1.20 1.41
H -0.72 2.75 -0.01
C 4.78 -3.10 -3.03
Cl 4.80 -4.66 -3.87
Cl 3.81 -1.94 -3.95
Cl 4.07 -3.30 -1.42
Cl 6.44 -2.48 -2.87
C -3.47 3.94 -2.01
Cl -4.16 5.53 -1.65
Cl -2.24 3.53 -0.79
Cl -4.75 2.71 -1.98
Cl -2.72 3.97 -3.62
C -8.55 0.43 -2.77
Cl -8.46 -1.13 -3.61
Cl -9.52 1.57 -3.73
Cl -9.31 0.20 -1.18
Cl -6.91 1.08 -2.55
C -6.08 9.07 -1.44
Cl -6.32 8.79 -3.18
Cl -4.45 8.56 -0.98
Cl -6.29 10.80 -1.09
Cl -7.28 8.13 -0.52
C 6.54 4.65 3.44
Cl 7.25 5.60 4.76
Cl 5.18 3.69 4.08
Cl 5.95 5.73 2.17
Cl 7.77 3.56 2.77
C -5.87 7.99 3.26
Cl -4.41 7.94 4.27
Cl -6.06 6.44 2.42
Cl -7.29 8.29 4.28
Cl -5.71 9.30 2.07
C -3.40 -1.81 -1.31
Cl -2.25 -2.86 -2.16
Cl -3.89 -2.59 0.21
Cl -2.62 -0.25 -0.95
Cl -4.83 -1.54 -2.32
C -0.25 -6.32 -2.01
Cl -0.26 -5.29 -3.45
Cl 0.70 -7.78 -2.32
Cl 0.46 -5.42 -0.65
Cl -1.92 -6.77 -1.60
C 1.14 -11.81 -4.21
Cl 1.99 -10.70 -3.12
Cl 0.03 -10.88 -5.24
Cl 2.32 -12.66 -5.23
Cl 0.22 -12.98 -3.26
C 6.72 -4.86 1.59
Cl 6.70 -4.18 -0.05
Cl 8.28 -4.48 2.36
Cl 5.40 -4.14 2.53
Cl 6.51 -6.62 1.51
*
```

# 3
Density functional theory data (the ωB97M-V functional and the def2-TZVPD basis) for 10 unconnected molecules or ions with the total composition C59H46BF5NO20PS.

Output
Calculated total energy, eV: -138747.73703
SMILES: N=P(O)(O)B(CCCS)C(F)(F)C(F)(F)F.O=C1C=CC(=O)C=C1.O=C1C=CC(=O)C=C1.O=C1C=CC(=O)C=C1.O=C1C=CC(=O)C=C1.O=C1C=CC(=O)C=C1.O=C1C=CC(=O)C=C1.O=C1C=CC(=O)C=C1.O=C1C=CC(=O)C=C1.O=C1C=CC(=O)C=C1
Kohn-Sham gap, eV: 7.102

Geometry as ORCA input:
```
! wB97M-V def2-TZVPD RIJCOSX def2/J DEFGRID3
* xyz 0 1
N 1.34 -0.21 2.90
P 1.58 -1.53 2.12
O 1.34 -1.41 0.55
O 3.13 -1.99 2.16
B 0.45 -2.87 2.91
C 1.05 -4.14 3.57
C 1.90 -5.07 2.63
C 1.58 -4.95 1.14
S 1.98 -6.52 0.29
C -1.14 -2.62 2.96
F -1.80 -3.67 3.53
F -1.39 -1.53 3.77
C -1.83 -2.34 1.59
F -1.14 -2.90 0.59
F -1.97 -1.04 1.37
F -3.07 -2.88 1.57
H 0.65 -0.26 3.64
H 2.16 -1.22 0.06
H 3.42 -1.82 3.07
H 1.70 -3.78 4.38
H 0.29 -4.75 4.05
H 2.97 -4.92 2.81
H 1.67 -6.09 2.94
H 2.19 -4.17 0.69
H 0.51 -4.81 0.96
H 3.07 -6.25 -0.44
C -1.61 2.51 0.35
C -0.96 2.09 1.43
C -0.53 3.05 2.48
O 0.06 2.65 3.46
C -0.85 4.49 2.28
C -1.50 4.89 1.19
C -1.93 3.94 0.14
O -2.53 4.32 -0.85
H -1.94 1.83 -0.43
H -0.71 1.06 1.61
H -0.53 5.17 3.05
H -1.75 5.93 1.02
C -5.58 4.78 0.54
C -6.84 4.82 0.11
C -7.92 5.40 0.94
O -9.07 5.43 0.55
C -7.55 5.92 2.28
C -6.30 5.88 2.71
C -5.21 5.30 1.88
O -4.07 5.27 2.29
H -4.78 4.36 -0.06
H -7.13 4.45 -0.86
H -8.36 6.34 2.87
H -6.00 6.25 3.68
C 2.82 8.04 2.43
C 3.20 8.92 1.51
C 2.20 9.64 0.67
O 2.55 10.45 -0.17
C 0.77 9.33 0.90
C 0.39 8.45 1.82
C 1.39 7.73 2.66
O 1.04 6.93 3.49
H 3.53 7.50 3.05
H 4.24 9.16 1.33
H 0.06 9.87 0.28
H -0.65 8.21 2.00
C -1.16 -8.87 -1.69
C -2.00 -8.67 -2.71
C -1.66 -9.07 -4.09
O -2.44 -8.88 -5.01
C -0.35 -9.71 -4.32
C 0.50 -9.92 -3.31
C 0.16 -9.51 -1.92
O 0.95 -9.72 -1.02
H -1.39 -8.57 -0.68
H -2.97 -8.19 -2.57
H -0.12 -10.00 -5.34
H 1.46 -10.38 -3.45
C 7.51 -5.53 -0.87
C 6.27 -5.13 -1.16
C 5.45 -4.39 -0.17
O 4.32 -4.03 -0.45
C 6.05 -4.10 1.16
C 7.28 -4.50 1.45
C 8.11 -5.25 0.46
O 9.23 -5.61 0.73
H 8.13 -6.07 -1.56
H 5.81 -5.31 -2.12
H 5.43 -3.56 1.86
H 7.75 -4.31 2.41
C 7.88 -4.89 -5.84
C 8.76 -4.82 -6.83
C 10.05 -5.56 -6.77
O 10.86 -5.50 -7.66
C 10.31 -6.39 -5.55
C 9.42 -6.46 -4.57
C 8.14 -5.72 -4.64
O 7.32 -5.78 -3.73
H 6.93 -4.36 -5.87
H 8.60 -4.23 -7.72
H 11.25 -6.92 -5.53
H 9.59 -7.05 -3.68
C -5.24 -3.24 -2.78
C -4.50 -4.04 -2.02
C -4.32 -5.47 -2.36
O -3.65 -6.21 -1.67
C -4.99 -5.98 -3.58
C -5.73 -5.18 -4.34
C -5.91 -3.74 -4.00
O -6.59 -3.01 -4.69
H -5.38 -2.19 -2.55
H -3.99 -3.69 -1.12
H -4.84 -7.02 -3.81
H -6.23 -5.52 -5.24
C -8.86 0.18 -0.07
C -7.83 0.15 -0.91
C -6.54 -0.45 -0.52
O -5.60 -0.47 -1.29
C -6.43 -1.02 0.84
C -7.46 -1.00 1.68
C -8.76 -0.39 1.29
O -9.69 -0.37 2.06
H -9.82 0.62 -0.34
H -7.89 0.56 -1.92
H -5.47 -1.46 1.10
H -7.40 -1.41 2.68
C 1.09 14.22 1.15
C 1.56 13.05 1.59
C 2.42 12.96 2.78
O 2.84 11.89 3.17
C 2.76 14.22 3.49
C 2.30 15.39 3.06
C 1.43 15.49 1.86
O 1.01 16.55 1.47
H 0.46 14.31 0.28
H 1.33 12.12 1.09
H 3.39 14.13 4.36
H 2.53 16.33 3.56
*
```

# 4
Density functional theory data (the ωB97M-V functional and the def2-TZVPD basis) for a single C6H11N3 molecule.

Output
Calculated total energy, eV: -10867.68481
ΔE to the lowest compared entry with this formula, charge and spin, kJ/mol: 302.4
SMILES: C[C@@H]1C[C@H]2[C@@H](N)C=NN12
Kohn-Sham gap, eV: 9.112

Geometry as ORCA input:
```
! wB97M-V def2-TZVPD RIJCOSX def2/J DEFGRID3
* xyz 0 1
C 1.05 -0.07 2.52
C 0.87 -0.61 1.11
C 1.12 0.57 0.19
C -0.43 0.57 -0.04
C -1.14 0.25 -1.41
C -1.63 -1.14 -1.10
H 2.09 0.17 2.75
H 0.40 0.82 2.76
H 0.67 -0.69 3.35
H 1.40 -1.52 0.88
H 1.58 0.34 -0.82
H 1.69 1.52 0.54
H -1.05 1.38 0.38
H -1.95 0.93 -1.66
H 0.20 1.16 -2.60
H -0.78 0.13 -3.39
H -2.15 -1.83 -1.80
N -0.17 0.15 -2.50
N -1.22 -1.57 0.05
N -0.55 -0.58 0.80
*
```

# 5
Density functional theory data (the ωB97M-V functional and the def2-TZVPD basis) for 2 unconnected molecules or ions with the total composition CH2ClNSi.

Output
Calculated total energy, eV: -22955.83455
ΔE to the lowest compared entry with this formula, charge and spin, kJ/mol: 361.1
Kohn-Sham gap, eV: 6.728

Geometry as ORCA input:
```
! wB97M-V def2-TZVPD RIJCOSX def2/J DEFGRID3
* xyz 0 1
C 1.61 0.54 1.20
N 2.14 1.32 1.91
Si -0.84 -0.50 -0.75
Cl -1.09 0.40 -2.44
H -1.85 -0.20 0.27
H 0.04 -1.55 -0.19
*
```

# 6
Density functional theory data (the ωB97M-V functional and the def2-TZVPD basis) for a molecular structure, C35H28F12IIrN3O6S.

Output
Calculated total energy, eV: -107882.40514
ΔE to the lowest compared entry with this formula, charge and spin, kJ/mol: 0.0
⟨S²⟩: 8.791
Kohn-Sham gap (alpha / beta), eV: 5.073 / 5.650

Geometry as ORCA input:
```
! wB97M-V def2-TZVPD RIJCOSX def2/J DEFGRID3
* xyz 0 6
Ir -0.54 -1.38 0.35
C 4.06 -0.92 -4.80
C 3.44 -1.02 -3.46
C 3.75 -2.04 -2.51
C 2.98 -2.18 -1.37
C 1.96 -1.23 -1.09
N 1.40 -1.29 0.19
C 2.19 -1.11 1.36
C 3.42 -0.40 1.18
C 4.42 -0.57 2.11
C 4.06 -1.12 3.40
C 4.93 -1.16 4.62
C 2.88 -1.83 3.56
C 1.91 -1.83 2.53
C 0.60 -2.61 2.84
O -0.40 -2.66 1.86
C -0.02 -1.81 4.07
F 0.63 -2.04 5.25
F -0.04 -0.47 3.93
F -1.33 -2.22 4.26
C 0.88 -4.08 3.22
F -0.30 -4.70 3.48
F 1.48 -4.68 2.12
F 1.73 -4.30 4.25
C 1.56 -0.24 -2.06
C 2.46 -0.06 -3.11
C 0.21 0.43 -1.91
O -0.79 -0.25 -1.21
C 0.44 1.78 -1.01
F 0.63 1.37 0.33
F -0.72 2.49 -0.94
F 1.49 2.56 -1.31
C -0.45 0.83 -3.25
F -0.47 -0.26 -4.05
F 0.32 1.79 -3.90
F -1.70 1.38 -3.04
H 3.66 -1.63 -5.56
H 5.15 -0.98 -4.84
H 3.81 0.05 -5.24
H 4.62 -2.65 -2.83
H 3.04 -2.94 -0.60
H 3.64 0.11 0.21
H 5.46 -0.38 1.78
H 5.83 -0.61 4.49
H 5.07 -2.17 4.92
H 4.38 -0.70 5.47
H 2.72 -2.31 4.49
H 2.36 0.86 -3.72
I -0.80 -7.52 -0.30
C -0.76 -5.55 -1.05
C -0.53 -5.38 -2.42
C -0.50 -4.12 -2.97
C -0.83 -3.03 -2.13
N -0.92 -3.14 -0.83
C -1.05 -4.42 -0.30
H -0.45 -6.26 -3.06
H -0.40 -3.89 -4.04
H -1.01 -2.08 -2.60
H -1.43 -4.49 0.73
C -0.67 6.36 -1.84
C -1.93 5.70 -1.35
C -2.66 4.86 -2.22
C -3.78 4.20 -1.74
C -4.24 4.52 -0.43
C -3.66 5.50 0.32
C -2.42 5.98 -0.06
S -5.31 3.47 0.49
O -6.46 4.17 0.97
O -5.56 2.44 -0.48
N -4.58 2.89 1.82
C -3.36 2.01 1.94
C -3.78 0.50 1.92
C -2.57 -0.38 1.52
O -2.62 -1.59 1.08
O -1.38 0.22 1.52
H -0.94 6.98 -2.70
H -0.08 5.50 -2.25
H -0.10 6.94 -1.08
H -2.23 4.68 -3.22
H -4.37 3.57 -2.36
H -4.17 5.72 1.25
H -1.77 6.57 0.60
H -5.12 3.02 2.67
H -2.94 2.35 2.87
H -2.72 2.32 1.10
H -4.64 0.31 1.26
H -4.07 0.21 2.90
*
```

Calculated maximum force, 0.112, 0.047, 0.026, 0.073, 0.079, 0.092 hartree/bohr (same order as the records).